1.
{
  "formula": "C65H84BrClCrIN4O4SeSi",
  "method": "ωB97M-V/def2-TZVPD",
  "species": ["Cr", "C", "C", "C", "C", "C", "C", "C", "Se", "C", "C", "C", "C", "C", "C", "O", "C", "C", "C", "C", "C", "C", "C", "C", "C", "O", "C", "C", "C", "C", "C", "C", "H", "H", "H", "H", "H", "H", "H", "H", "H", "H", "H", "H", "H", "H", "H", "H", "H", "H", "H", "H", "H", "H", "H", "H", "H", "H", "H", "H", "H", "H", "H", "H", "H", "H", "H", "H", "H", "H", "H", "H", "C", "Si", "C", "C", "N", "C", "C", "C", "C", "C", "C", "O", "C", "C", "C", "C", "C", "C", "H", "H", "H", "H", "H", "H", "H", "H", "H", "H", "H", "H", "H", "H", "H", "H", "H", "H", "Br", "C", "C", "C", "C", "C", "C", "I", "H", "H", "H", "H", "C", "C", "C", "C", "C", "O", "C", "C", "C", "C", "C", "C", "Cl", "C", "C", "C", "N", "C", "N", "C", "N", "H", "H", "H", "H", "H", "H", "H", "H", "H", "H", "H", "H", "H", "H", "H", "H", "H", "H", "H", "H", "H", "H"],
  "positions_angstrom": [[-0.02786, 0.25315, 0.17389], [-4.11788, 4.71491, -5.04174], [-4.01375, 4.65084, -3.51477], [-5.40503, 4.29983, -2.97520], [-3.60318, 6.02155, -2.95408], [-2.95667, 3.65421, -3.06328], [-3.19094, 2.75480, -2.03918], [-2.15141, 1.98779, -1.55173], [-2.51360, 0.69662, -0.17145], [-2.68312, 1.85924, 1.39306], [-3.87041, 2.43667, 1.78536], [-3.89335, 3.25666, 2.91069], [-2.72329, 3.36505, 3.65142], [-1.52385, 2.76280, 3.30796], [-1.46298, 2.05522, 2.08183], [-0.38261, 1.58000, 1.55982], [-0.35892, 2.87984, 4.28399], [-0.82284, 2.44014, 5.68148], [0.82743, 1.98695, 3.92718], [0.11904, 4.33732, 4.33867], [-5.16731, 3.99733, 3.28385], [-5.01145, 4.86345, 4.53852], [-6.30205, 2.99933, 3.54956], [-5.54290, 4.91526, 2.11254], [-0.82655, 2.04480, -2.03430], [0.10434, 1.35995, -1.44462], [-0.61204, 2.88519, -3.16753], [-1.66868, 3.66642, -3.60748], [0.75858, 2.95854, -3.84451], [0.68070, 3.59378, -5.23945], [1.71364, 3.79225, -2.97979], [1.35442, 1.55933, -4.03313], [-4.89174, 5.42668, -5.31995], [-4.38879, 3.74013, -5.43701], [-3.18792, 5.02662, -5.50813], [-6.13184, 5.00526, -3.37294], [-5.43593, 4.36652, -1.89038], [-5.69478, 3.29745, -3.28293], [-4.30971, 6.79068, -3.25905], [-2.61107, 6.30331, -3.30022], [-3.58496, 5.98188, -1.86676], [-4.16160, 2.64004, -1.58105], [-4.76685, 2.26033, 1.20726], [-2.74572, 3.95088, 4.55492], [-1.24268, 1.43769, 5.63940], [-1.56799, 3.10998, 6.09834], [0.02960, 2.42575, 6.35606], [0.52766, 0.94095, 3.88314], [1.59680, 2.09276, 4.68621], [1.24499, 2.27332, 2.97253], [-0.68066, 5.00276, 4.65383], [0.46380, 4.66672, 3.36148], [0.94179, 4.42791, 5.04417], [-4.75724, 4.25670, 5.40582], [-5.95749, 5.36086, 4.74395], [-4.25267, 5.63026, 4.39647], [-6.01713, 2.30434, 4.33666], [-6.55138, 2.42780, 2.66044], [-7.19387, 3.53366, 3.87084], [-4.73809, 5.62211, 1.92148], [-6.44611, 5.47451, 2.34407], [-5.71757, 4.34279, 1.20580], [-1.49057, 4.33484, -4.43285], [0.46141, 4.65705, -5.19070], [-0.07346, 3.10072, -5.85022], [1.64251, 3.47507, -5.73460], [1.27829, 4.76300, -2.75270], [2.65216, 3.94781, -3.50772], [1.93145, 3.27785, -2.04982], [0.79449, 1.01718, -4.78781], [1.33314, 0.99591, -3.10725], [2.38739, 1.62513, -4.36984], [-1.44505, -2.91381, -0.84112], [0.43965, -2.85885, -1.12587], [1.31864, -4.01116, 0.13617], [0.70491, -3.68994, -2.84031], [0.99601, -1.24382, -0.84309], [2.29052, -0.89392, -1.07995], [3.20148, -1.63826, -1.84598], [4.47727, -1.19287, -2.12693], [4.90166, 0.04652, -1.67971], [4.05797, 0.79457, -0.87415], [2.81051, 0.30599, -0.53257], [1.99224, 0.92441, 0.40099], [2.38770, 2.16936, 0.86115], [1.68609, 3.31273, 0.50011], [2.11663, 4.54841, 0.95204], [3.21950, 4.64758, 1.78111], [3.88547, 3.50204, 2.18641], [3.47904, 2.26502, 1.72093], [-1.93523, -3.50469, -1.60650], [-1.86985, -1.91548, -0.88814], [-1.70237, -3.34368, 0.11997], [0.96072, -5.03093, 0.05229], [1.12562, -3.67361, 1.14963], [2.39671, -4.01967, -0.00384], [0.14749, -4.61960, -2.89577], [1.74368, -3.94189, -3.02610], [0.36703, -3.05987, -3.65481], [2.88063, -2.58417, -2.23711], [5.14215, -1.81852, -2.70692], [5.88134, 0.42129, -1.92820], [4.38577, 1.75552, -0.50299], [0.80750, 3.22324, -0.11682], [1.58850, 5.43960, 0.64909], [3.55777, 5.61970, 2.10531], [4.71760, 3.57205, 2.86784], [3.98896, 1.35705, 2.00830], [-3.44017, 1.21038, -6.34667], [-1.72597, 0.45841, -6.61051], [-1.00430, 0.83212, -7.73283], [0.24339, 0.28700, -7.96926], [0.77572, -0.62632, -7.07523], [0.06262, -0.98325, -5.94423], [-1.19372, -0.44643, -5.70314], [-2.24342, -0.96630, -3.95547], [-1.42733, 1.55794, -8.40844], [0.79630, 0.58180, -8.84700], [1.75571, -1.04748, -7.23799], [0.49928, -1.66293, -5.22909], [-0.82665, -6.67040, 5.02008], [-1.03535, -5.25225, 4.45331], [-2.49544, -4.87365, 4.72929], [-0.82363, -5.30625, 2.93731], [-0.06644, -4.24115, 5.17367], [-0.18988, -4.39398, 6.57878], [1.40252, -4.44044, 4.72533], [2.45934, -4.01789, 5.76120], [2.60861, -2.53349, 5.95222], [2.11097, -1.91263, 7.09411], [2.30060, -0.55999, 7.31059], [3.00446, 0.18430, 6.37929], [3.31382, 1.85724, 6.69858], [3.48094, -0.40241, 5.21791], [3.27749, -1.75659, 5.01239], [-0.44930, -2.74407, 5.01578], [-0.59538, -2.20724, 3.69627], [0.25953, -1.56269, 2.87808], [-0.39410, -1.10157, 1.81745], [-1.67136, -1.49556, 2.04880], [-1.81623, -2.15309, 3.16254], [-1.37295, -7.38235, 4.40574], [-1.22298, -6.74763, 6.03021], [0.21710, -6.97776, 5.02924], [-3.14399, -5.68462, 4.40429], [-2.77865, -3.97599, 4.18837], [-2.64861, -4.71837, 5.79465], [-1.49929, -6.04351, 2.50739], [0.19062, -5.59137, 2.67584], [-1.05366, -4.35749, 2.46685], [0.02483, -5.30577, 6.80407], [1.56982, -3.89227, 3.79869], [1.57172, -5.49637, 4.51931], [3.41902, -4.42030, 5.42788], [2.22564, -4.47801, 6.72177], [1.56795, -2.49868, 7.81965], [1.92556, -0.08054, 8.20068], [4.01877, 0.19644, 4.49939], [3.66869, -2.22377, 4.11844], [0.31336, -2.16700, 5.54118], [-1.40902, -2.59866, 5.51448], [1.30644, -1.45092, 3.07548], [-2.50410, -1.31728, 1.39563]],
  "multiplicity": 2,
  "homo_lumo_gap_ev": [6.393, 7.186],
  "total_energy_ha": -10114.65307
}

2.
{
  "formula": "C9H12HgN2OSe4Te",
  "method": "ωB97M-V/def2-TZVPD",
  "species": ["Hg", "Se", "Se", "Se", "Se", "N", "C", "N", "O", "H", "H", "H", "H", "C", "Te", "C", "C", "C", "C", "C", "C", "C", "H", "H", "H", "H", "H", "H", "H", "H"],
  "positions_angstrom": [[-0.44105, -0.52941, -0.89440], [-0.15093, -0.08451, 2.75807], [-0.34864, -2.29600, 2.27228], [-2.51505, -2.46508, 1.37124], [-2.61815, -4.50891, 0.48816], [-0.87519, 4.61095, -0.61814], [-0.79339, 3.24127, -0.41969], [0.06006, 2.84832, 0.56161], [-1.41552, 2.45750, -1.11686], [-0.64420, 5.23901, 0.13014], [-1.62415, 4.89164, -1.22558], [0.49781, 3.50483, 1.18007], [0.04379, 1.87195, 0.84319], [4.98663, -0.17437, -1.91677], [2.87062, 0.09082, -1.59343], [2.92427, -1.92007, -0.87347], [4.27678, -2.48298, -1.23365], [4.54650, -3.84062, -1.06146], [5.78687, -4.36464, -1.38483], [6.77865, -3.53072, -1.88872], [6.51707, -2.18203, -2.06312], [5.27045, -1.64602, -1.73910], [5.55291, 0.41856, -1.19864], [5.25244, 0.16040, -2.91859], [2.11690, -2.48405, -1.33551], [2.75896, -1.92362, 0.20316], [3.76892, -4.48762, -0.67233], [5.98056, -5.42144, -1.24880], [7.75108, -3.93166, -2.14724], [7.28680, -1.52872, -2.45888]],
  "multiplicity": 2,
  "total_charge": -1,
  "homo_lumo_gap_ev": [6.002, 4.967],
  "total_energy_ha": -10562.19892
}

3.
{
  "formula": "C3H5N3O",
  "method": "ωB97M-V/def2-TZVPD",
  "species": ["C", "C", "N", "N", "C", "O", "N", "H", "H", "H", "H", "H"],
  "positions_angstrom": [[-0.87925, -1.09276, 1.42570], [-0.14560, -0.26164, 0.42757], [-0.38276, 1.08226, 0.34574], [0.32463, 1.47891, -0.64726], [1.09479, 0.39021, -1.30698], [2.11600, 0.58245, -1.96302], [0.68484, -0.73315, -0.48157], [-1.70120, -1.63779, 0.94962], [-1.29126, -0.44436, 2.20284], [-0.20214, -1.82140, 1.87689], [0.29559, 2.44785, -0.94848], [0.08635, 0.00943, -1.88104]],
  "de_lowest_kcal_mol": 92.2,
  "homo_lumo_gap_ev": [7.931, 7.932],
  "total_energy_ha": -356.71039
}

4.
{
  "formula": "C3H9NO2S",
  "method": "ωB97M-V/def2-TZVPD",
  "species": ["O", "C", "N", "C", "C", "S", "H", "H", "H", "H", "H", "H", "H", "O", "H", "H"],
  "positions_angstrom": [[2.68858, 0.56154, 0.51792], [1.93851, 0.18323, -0.34760], [0.58433, 0.32586, -0.34192], [-0.29480, -0.61040, -1.07380], [-1.60435, -0.87141, -0.30506], [-3.02986, -0.29003, -1.27841], [2.32579, -0.16914, -1.32183], [0.14078, 0.97916, 0.28393], [0.27478, -1.51479, -1.26799], [-0.47204, -0.13083, -2.03613], [-1.57875, -0.21352, 0.55418], [-1.77448, -1.88884, 0.02629], [-2.54863, -0.32527, -2.52302], [2.31789, 0.97517, 3.91040], [2.92323, 1.36579, 3.27054], [2.59491, 0.05370, 3.88742]],
  "de_lowest_kcal_mol": 37.3,
  "smiles": "O=CNCCS.O",
  "homo_lumo_gap_ev": 10.310,
  "total_energy_ha": -723.10886
}